(1)
Here is an isolated ion of composition CH3N2O4S and charge -1 from OMol25. Energies are from ωB97M-V/def2-TZVPD.

Properties
Gap between HOMO and LUMO (alpha / beta)   8.6 / 8.6 eV
Charge   -1
HOMO energy (alpha / beta)   -5.6099 / -5.6104 eV
E_LUMO (alpha / beta)   2.965 / 2.965 eV
Relative energy (zero: lowest compared OMol25 entry of this formula, charge and spin)   52.55 kcal per mole

Positions of all 11 atoms, in Å:
1 C -0.412 -0.521 -1.528
2 N -1.369 -0.218 -0.636
3 N 0.841 -0.613 -1.056
4 O 2.560 -0.005 0.711
5 O -0.680 -0.782 -2.681
6 O 0.539 1.334 0.581
7 O 0.612 -0.336 2.477
8 S 1.128 0.028 0.541
9 H -1.006 0.597 -0.077
10 H -2.367 0.081 -0.865
11 H 0.154 0.436 2.532



(2)
Here is C6H7NO5 as an isolated structure from OMol25. Energies are from ωB97M-V/def2-TZVPD.

Properties
Gap between HOMO and LUMO   9.8 eV
HOMO energy   -10.2376 eV
E_LUMO   -0.415 eV
Relative energy (zero: lowest compared OMol25 entry of this formula, charge and spin)   0.00 kcal per mole

Positions of all 19 atoms, in Å:
1 C -0.736 1.533 0.432
2 C -0.833 -0.790 -0.082
3 C 1.375 0.382 -0.500
4 C 1.061 1.704 -1.105
5 C 0.369 -0.036 0.499
6 C -1.644 -1.701 0.774
7 N 0.829 -0.335 1.827
8 O -0.036 -0.693 2.578
9 O -1.628 1.756 1.179
10 O -1.145 -0.672 -1.264
11 O 2.001 -0.132 2.053
12 O -0.059 2.283 -0.305
13 H 1.395 -0.323 -1.330
14 H 2.299 0.359 0.060
15 H 1.897 2.390 -0.947
16 H 0.790 1.752 -2.150
17 H -1.104 -2.590 1.038
18 H -2.576 -1.930 0.083
19 H -2.082 -1.098 1.714



(3)
Here is an isolated molecule of C27H21FNOP from OMol25. Energies are from ωB97M-V/def2-TZVPD.

Properties
Gap between HOMO and LUMO   9.5 eV
HOMO energy   -9.1654 eV
E_LUMO   0.339 eV
Relative energy (zero: lowest compared OMol25 entry of this formula, charge and spin)   0.00 kcal per mole

Positions of all 52 atoms, in Å:
1 C 4.805 -3.472 1.001
2 C 3.689 -3.301 1.822
3 C 2.628 -2.470 1.423
4 C 2.659 -1.778 0.194
5 P 1.199 -0.864 -0.511
6 C -0.130 -2.028 -0.014
7 C -1.056 -1.737 0.992
8 C -2.032 -2.676 1.347
9 C -2.068 -3.929 0.724
10 C -1.126 -4.238 -0.266
11 C -0.163 -3.290 -0.639
12 C 0.732 0.916 0.139
13 C 2.007 1.606 0.290
14 N 3.037 2.139 0.355
15 O 1.330 -0.745 -2.001
16 C 3.794 -1.964 -0.620
17 C 4.853 -2.800 -0.224
18 H 5.622 -4.136 1.304
19 H 3.634 -3.841 2.771
20 H 1.754 -2.386 2.075
21 H -1.034 -0.784 1.513
22 H -2.767 -2.419 2.113
23 H -2.835 -4.652 1.003
24 H -1.152 -5.219 -0.756
25 H 0.571 -3.523 -1.410
26 H 0.277 0.705 1.120
27 H 3.830 -1.469 -1.593
28 H 5.712 -2.942 -0.885
29 F -4.844 -0.576 -2.857
30 C -3.787 0.112 -2.311
31 C -2.733 0.483 -3.147
32 C -1.622 1.082 -2.563
33 C -1.528 1.247 -1.177
34 C -0.242 1.853 -0.607
35 C -0.461 3.192 0.189
36 C 0.454 4.244 -0.020
37 C 0.413 5.419 0.729
38 C -0.572 5.598 1.701
39 C -1.553 4.614 1.855
40 C -1.532 3.463 1.046
41 C -2.597 0.855 -0.377
42 C -3.742 0.286 -0.936
43 H -2.791 0.332 -4.222
44 H -0.822 1.466 -3.203
45 H 0.303 2.174 -1.509
46 H 1.200 4.143 -0.810
47 H 1.154 6.198 0.551
48 H -0.568 6.489 2.339
49 H -2.344 4.755 2.591
50 H -2.404 2.813 1.077
51 H -2.559 1.045 0.697
52 H -4.594 0.009 -0.306



(4)
Here is a 12-piece molecular cluster, C11H44F2NO15S2 overall from OMol25. Energies are from ωB97M-V/def2-TZVPD.

Properties
Gap between HOMO and LUMO   9.6 eV
Charge   -1
HOMO energy   -7.2028 eV
E_LUMO   2.420 eV
Relative energy (zero: lowest compared OMol25 entry of this formula, charge and spin)   49.21 kcal per mole

Positions of all 75 atoms, in Å:
1 N -0.993 -0.909 0.511
2 S -0.984 -0.030 -0.774
3 O -0.162 -0.484 -1.887
4 O -1.244 1.402 -0.591
5 F -2.418 -0.581 -1.344
6 S 0.440 -0.243 1.105
7 O 0.168 0.566 2.293
8 O 1.588 0.061 0.222
9 F 0.922 -1.674 1.819
10 C -0.875 2.517 -3.887
11 O -0.976 3.912 -3.607
12 H -0.969 2.032 -2.916
13 H -1.693 2.095 -4.472
14 H 0.084 2.154 -4.255
15 H -0.170 4.206 -3.177
16 C -1.727 -4.077 1.558
17 O -1.815 -3.407 0.270
18 H -2.084 -5.098 1.425
19 H -0.671 -4.111 1.823
20 H -2.322 -3.476 2.247
21 H -1.483 -2.510 0.344
22 C -1.918 -0.748 -5.013
23 O -1.459 -0.586 -6.324
24 H -2.708 -1.500 -5.002
25 H -1.193 -1.192 -4.330
26 H -2.250 0.172 -4.532
27 H -2.169 -0.209 -6.848
28 C 5.576 0.843 0.752
29 O 4.403 0.360 1.388
30 H 5.263 1.614 0.049
31 H 6.293 1.133 1.520
32 H 5.940 0.191 -0.043
33 H 4.037 -0.207 0.705
34 C -3.713 0.135 1.920
35 O -3.269 -1.168 1.714
36 H -3.799 0.676 0.978
37 H -4.673 0.186 2.434
38 H -3.013 0.682 2.552
39 H -2.363 -1.081 1.410
40 C 3.947 -2.989 2.266
41 O 5.079 -2.067 2.313
42 H 4.337 -3.887 1.788
43 H 3.368 -3.054 3.188
44 H 3.318 -2.469 1.543
45 H 4.643 -1.214 2.252
46 C -1.464 -1.350 4.692
47 O -0.187 -0.850 4.598
48 H -1.700 -1.726 5.687
49 H -2.145 -0.561 4.373
50 H -1.482 -2.130 3.930
51 H 0.023 -0.325 3.822
52 C 3.143 0.125 -3.354
53 O 3.798 -1.118 -3.440
54 H 3.848 0.935 -3.165
55 H 2.639 0.265 -4.310
56 H 2.465 0.160 -2.501
57 H 4.729 -0.965 -3.622
58 C -1.126 2.821 5.101
59 O -1.194 3.039 3.746
60 H -1.133 3.751 5.669
61 H -1.930 2.223 5.530
62 H -0.213 2.292 5.377
63 H -1.161 2.179 3.320
64 C -5.299 -0.907 -2.841
65 O -5.750 -2.214 -2.421
66 H -4.883 -0.367 -1.991
67 H -4.608 -0.989 -3.680
68 H -6.152 -0.376 -3.265
69 H -5.571 -2.201 -1.477
70 C 3.250 4.083 -0.596
71 O 2.936 2.729 -0.943
72 H 3.882 4.195 0.285
73 H 3.645 4.626 -1.455
74 H 2.304 4.524 -0.281
75 H 3.045 2.167 -0.173



Question: The highest relative energy (zero: lowest compared OMol25 entry of this formula, charge and spin) belongs to which entry?
Answer: CH3N2O4S



Question: Number 3 is which compound?
Answer: C27H21FNOP



Question: Among the records above, which one has the highest relative energy (zero: lowest compared OMol25 entry of this formula, charge and spin)?
Answer: CH3N2O4S